Arrangement 1

Here is C2H6I2NP as an isolated structure from OMol25. Energies are from ωB97M-V with the def2-TZVPD basis set.

Last column: Mulliken charge in e.
CARTESIAN COORDINATES (ANGSTROEM)
1 H -1.12927 1.29769 1.36907  0.324
2 H 1.05983 2.11460 0.28237  0.049
3 H 1.21977 0.93457 1.93930  0.053
4 I -1.60692 -1.95845 1.92972  0.038
5 N -0.64303 0.78666 0.59889  -0.282
6 C -1.18850 -0.50113 0.23635  -0.040
7 P 1.09685 0.80179 0.49345  -0.050
8 I -3.06706 0.02189 -0.68674  0.094
9 C -0.33796 -1.13152 -0.81869  -1.439
10 H -0.93053 -2.02931 -1.40632  0.348
11 H -0.01290 -0.22124 -1.38916  0.445
12 H 0.52090 -1.58893 -0.42417  0.459

Results
* LUMO level: -0.273 eV
* net charge: 0
* HOMO: -9.06 eV
* HOMO-LUMO gap: 8.79 eV



Arrangement 2

Here is a 2-piece molecular cluster, C2H6I2NP overall from OMol25. Energies are from ωB97M-V with the def2-TZVPD basis set.

Last column: Mulliken charge in e.
CARTESIAN COORDINATES (ANGSTROEM)
1 H 6.38848 0.89578 -0.89736  0.086
2 C 0.21643 0.39433 0.55552  0.438
3 C -0.95252 1.25888 0.54313  -0.864
4 H -1.54963 0.64759 1.29231  0.224
5 I 6.51129 -0.49455 -0.16051  -0.088
6 I 2.06473 1.42659 0.30458  -0.012
7 H -1.40443 -1.63587 2.22706  0.054
8 H -1.66299 1.41981 -0.37121  0.237
9 H -0.70744 2.29080 0.84645  0.333
10 P -0.96278 -1.91370 0.91352  -0.082
11 H -0.27688 -2.93245 1.32655  0.041
12 N 0.29156 -0.80546 0.84602  -0.368

Results
* LUMO level: 0.419 eV
* net charge: 0
* HOMO: -8.92 eV
* HOMO-LUMO gap: 9.34 eV
* SMILES: C/C(I)=N\P.I



Energetically preferred structure: arrangement 1 | next structure: +5.0 kcal/mol



Arrangement 1

Here is an isolated molecule of C2H6N2O3 from OMol25. Energies are from ωB97M-V with the def2-TZVPD basis set.

Last column: Mulliken charge in e.
CARTESIAN COORDINATES (ANGSTROEM)
1 C 1.85891 -0.11280 0.46109  -0.396
2 N -1.58739 0.60204 -0.52994  -0.205
3 O 0.94991 -0.13701 -0.80749  -0.283
4 H 1.04549 0.08908 1.36362  0.205
5 H 2.18704 -1.21699 0.53977  0.289
6 C -1.26988 -0.64612 -0.01781  0.467
7 N 0.12986 -1.04529 -0.40461  -0.086
8 H -2.54966 0.92381 -0.29259  0.295
9 O -2.15336 -1.47878 0.27698  -0.587
10 O -1.04426 1.84203 0.18908  -0.446
11 H -0.17823 2.11879 -0.44616  0.362
12 H 2.42240 1.02181 0.24284  0.226
13 H 0.18917 -1.96057 -0.57478  0.160

Results
* LUMO level: 0.412 eV
* net charge: 0
* HOMO: -9.39 eV
* HOMO-LUMO gap: 9.81 eV
* SMILES: CONC(=O)NO



Arrangement 2

Here is C2H6N2O3 as an isolated structure from OMol25. Energies are from ωB97M-V with the def2-TZVPD basis set.

Last column: Mulliken charge in e.
CARTESIAN COORDINATES (ANGSTROEM)
1 H -0.22688 -1.39408 0.39015  0.465
2 H 1.46098 -0.66246 0.78081  0.115
3 H -0.64668 0.83900 -0.45565  0.371
4 N -1.98285 -1.81793 -0.29239  1.063
5 C 1.28811 1.87798 -0.00649  -1.108
6 C 0.37703 0.75560 -0.07893  0.421
7 O -1.95978 -0.62058 -0.70302  -0.663
8 H 1.98148 1.73334 0.85720  0.314
9 O -2.91554 -2.53999 -0.32373  -0.582
10 H 2.09700 1.68126 -0.70315  0.327
11 H 0.81085 2.82550 -0.17353  0.293
12 N 0.65537 -0.42306 0.35121  -0.469
13 O -0.93911 -2.25458 0.35753  -0.548

Results
* LUMO level: 0.389 eV
* net charge: 0
* HOMO: -10.11 eV
* HOMO-LUMO gap: 10.50 eV



Arrangement 3

Here is a 2-piece molecular cluster, C2H6N2O3 overall from OMol25. Energies are from ωB97M-V with the def2-TZVPD basis set.

Last column: Mulliken charge in e.
CARTESIAN COORDINATES (ANGSTROEM)
1 H -0.11315 2.12279 0.00805  0.224
2 H -0.95693 -2.59839 -0.54506  0.232
3 N -0.73815 1.62478 -0.68602  -0.662
4 H -1.47313 1.00064 -0.12194  0.232
5 O 1.89521 -0.32467 -0.82144  -0.562
6 C 1.21461 -0.06866 0.10134  0.696
7 H 0.65402 -2.16506 -0.96643  0.227
8 O 1.31812 0.87089 1.02752  -0.567
9 N -0.14636 -1.99065 -0.38425  -0.357
10 C -0.07129 -0.94255 0.44934  0.482
11 H -1.39611 2.28739 -1.08478  0.256
12 H 0.49153 0.82352 1.57123  0.412
13 O -0.67837 -0.64003 1.45247  -0.615

Results
* LUMO level: 0.716 eV
* net charge: 0
* HOMO: -10.03 eV
* HOMO-LUMO gap: 10.74 eV
* SMILES: NC(=O)C(=O)O.N



Energetically preferred structure: arrangement 3 | next structure: +116.3 kcal/mol



Arrangement 1

Here is an isolated molecule of C2H6N2O3 from OMol25. Energies are from ωB97M-V with the def2-TZVPD basis set.

Last column: Mulliken charge in e.
CARTESIAN COORDINATES (ANGSTROEM)
1 H 1.33963 0.43691 0.84688  0.228
2 H 2.07989 0.26856 -0.69230  0.340
3 H -1.52602 2.22182 -0.06046  0.225
4 C 1.55086 -0.28225 0.02454  -1.179
5 C 0.24839 -0.91433 -0.52506  0.328
6 O -1.85108 -0.83818 0.21661  -0.185
7 H -0.60787 1.55744 1.18538  0.233
8 O -0.48918 0.01269 -1.21150  -0.294
9 N -1.57154 0.40928 -0.33129  0.243
10 N -1.35576 1.45164 0.47318  -0.358
11 H 0.67274 -1.82992 -0.98866  0.325
12 H 2.06997 -1.08838 0.48705  0.346
13 O -0.56001 -1.40528 0.57564  -0.252

Results
* LUMO level: 0.952 eV
* net charge: 0
* HOMO: -9.74 eV
* HOMO-LUMO gap: 10.69 eV
* SMILES: C[C@H]1OON(N)O1



Arrangement 2

Here is an isolated molecule of C2H6N2O3 from OMol25. Energies are from ωB97M-V with the def2-TZVPD basis set.

Last column: Mulliken charge in e.
CARTESIAN COORDINATES (ANGSTROEM)
1 O 0.38473 0.95018 2.88574  -0.604
2 N -0.52087 0.89322 2.12681  0.922
3 H 1.05417 -0.99540 2.10050  0.365
4 O 0.35484 -1.25094 1.48941  -0.495
5 H -0.85817 -0.08173 -1.75034  0.243
6 H 0.57994 -0.97136 -1.48652  0.249
7 C 0.20046 0.69210 -0.21393  -0.916
8 H -0.35057 1.52971 -0.27408  0.485
9 O -1.51293 1.54319 2.04975  -0.560
10 N 0.08361 -0.05166 -1.45128  -0.564
11 C -0.34942 -0.19400 0.99816  0.178
12 H 1.19073 0.99092 -0.06130  0.376
13 H -1.33727 -0.50746 0.69933  0.321

Results
* LUMO level: 0.612 eV
* net charge: 0
* HOMO: -9.47 eV
* HOMO-LUMO gap: 10.08 eV
* SMILES: NC[C@@H](O)[N+](=O)[O-]



Arrangement 3

Here is a 2-piece molecular cluster, C2H6N2O3 overall from OMol25. Energies are from ωB97M-V with the def2-TZVPD basis set.

Last column: Mulliken charge in e.
CARTESIAN COORDINATES (ANGSTROEM)
1 N 1.57398 -2.98641 -1.49250  -0.481
2 H -2.08236 2.54694 -0.38941  0.343
3 H 1.53756 -4.05468 -1.53711  0.223
4 N -0.19114 1.45333 0.91776  0.659
5 H 0.89808 -1.32658 -0.65564  0.101
6 O 0.71781 0.79000 1.43408  -0.671
7 H -0.98294 2.10423 2.60314  0.360
8 C 0.91648 -2.42374 -0.54170  -0.094
9 O -1.50254 2.08841 -0.93659  -0.477
10 H 0.24906 1.08776 -1.05292  0.441
11 H 0.52628 -2.81113 0.39970  0.255
12 O -1.25704 2.05797 1.62237  -0.523
13 C -0.40324 1.47391 -0.37118  -0.135

Results
* LUMO level: 0.453 eV
* net charge: 0
* HOMO: -8.62 eV
* HOMO-LUMO gap: 9.07 eV
* SMILES: [O-]/[N+](O)=C/O.C=N



Arrangement 4

Here is an isolated molecule of C2H6N2O3 from OMol25. Energies are from ωB97M-V with the def2-TZVPD basis set.

Last column: Mulliken charge in e.
CARTESIAN COORDINATES (ANGSTROEM)
1 H 0.25761 -0.46427 2.46823  0.220
2 C -0.30544 0.69326 0.90809  0.340
3 H 0.39284 1.58968 1.42356  0.200
4 O 0.68594 0.29295 0.01377  -0.348
5 C 0.25152 -0.46025 -1.17867  0.599
6 O -1.46004 1.13421 0.35843  -0.551
7 N 1.31372 -0.65125 -1.97893  -0.339
8 N -0.55073 -0.30454 1.87924  -0.545
9 H 1.18933 -1.07807 -2.88190  0.244
10 H -1.74029 0.48291 -0.31614  0.378
11 H -1.37518 -0.11536 2.43297  0.217
12 O -0.88083 -0.78096 -1.44351  -0.630
13 H 2.22155 -0.33833 -1.68514  0.216

Results
* LUMO level: 0.794 eV
* net charge: 0
* HOMO: -9.38 eV
* HOMO-LUMO gap: 10.18 eV
* SMILES: NC(=O)O[C@H](N)O



Energetically preferred structure: arrangement 4 | next structure: +83.4 kcal/mol



Arrangement 1

Here is an isolated ion of composition C3H4NS and charge +1 from OMol25. Energies are from ωB97M-V with the def2-TZVPD basis set.

Last column: Mulliken charge in e.
CARTESIAN COORDINATES (ANGSTROEM)
1 N 0.63951 -0.44497 -0.12821  -0.073
2 H -1.22867 -0.19415 0.71969  0.331
3 H -0.34531 1.40671 0.43163  0.387
4 C 1.45786 -0.93257 0.87885  0.022
5 H 0.05430 -1.06708 -0.70196  0.398
6 C -0.22128 0.39274 0.69022  -0.536
7 S 0.64926 0.25927 2.41858  0.120
8 C 2.14865 -0.63491 1.87496  -0.076
9 H 1.27181 0.16017 -0.79278  0.427

Results
* LUMO level: -5.744 eV
* net charge: +1
* HOMO: -14.05 eV
* HOMO-LUMO gap: 8.31 eV
* SMILES: C1#S2=C1[NH2+]C2



Arrangement 2

Here is C3H4NS as an isolated structure from OMol25. Energies are from ωB97M-V with the def2-TZVPD basis set.

Last column: Mulliken charge in e.
CARTESIAN COORDINATES (ANGSTROEM)
1 N 0.56040 -1.22217 0.13255  -0.359
2 S -2.61683 0.07866 0.11380  0.290
3 H 1.07724 -0.82730 -0.63370  0.289
4 H -0.48410 1.13047 -0.73766  0.299
5 C -0.69246 -1.39920 -0.06797  0.568
6 C -1.37985 1.14724 -0.25698  -0.307
7 H 1.07526 -1.64845 0.92308  0.284
8 H -1.78615 2.12106 -0.05816  0.271
9 C -1.93516 -1.39479 -0.18657  -0.336

Results
* LUMO level (alpha / beta): -6.613 / -6.612 eV
* net charge: +1
* HOMO (alpha / beta): -14.61 / -14.61 eV
* HOMO-LUMO gap (alpha / beta): 7.99 / 8.00 eV



Arrangement 3

Here is an isolated ion of composition C3H4NS and charge +1 from OMol25. Energies are from ωB97M-V with the def2-TZVPD basis set.

Last column: Mulliken charge in e.
CARTESIAN COORDINATES (ANGSTROEM)
1 C 0.92903 -0.92205 0.90750  0.061
2 C 0.21960 0.86128 -0.36505  -0.161
3 H 1.88073 -1.36778 1.06471  0.427
4 N 1.27358 0.42226 0.17363  -0.345
5 H 0.45071 1.59258 -1.06107  0.459
6 C -1.06753 0.08779 -0.24168  -0.342
7 H -1.84058 0.86633 0.06031  0.411
8 S -0.68625 -1.41170 0.73546  0.148
9 H -1.15930 -0.12871 -1.27381  0.342

Results
* LUMO level: -6.974 eV
* net charge: +1
* HOMO: -16.23 eV
* HOMO-LUMO gap: 9.26 eV



Energetically preferred structure: arrangement 3 | next structure: +39.9 kcal/mol